The following is a quantum chemistry calculation of C3H11F3O4PSSi2 as an isolated structure, from OMol25.

```
25
C3H11F3O4PSSi2 | OMol25 | ωB97M-V/def2-TZVPD
H -1.593 -0.460 -1.977
H 0.453 3.179 0.057
O -0.584 -1.393 0.583
H 3.772 1.816 -0.348
O -1.343 1.445 -0.280
H 2.679 3.007 -1.083
F -2.522 -0.612 2.665
Si 0.192 1.713 0.182
F -3.203 -2.642 2.946
H 3.457 -0.669 -0.556
H 0.321 1.316 1.606
H -1.673 1.795 -2.812
C 3.080 1.992 -1.178
O -2.897 -1.985 0.073
H 3.631 1.926 -2.120
H -3.483 1.002 -1.466
S -1.693 -2.303 0.800
Si -2.021 0.908 -1.664
C -2.167 -1.898 2.534
H 2.004 -1.566 -1.069
O -1.347 -3.698 0.899
C 2.362 -0.713 -0.493
H 2.059 -0.858 0.540
F -1.154 -2.119 3.388
P 1.670 0.816 -1.227
```

As for the largest force on an atom: 0.85 eV Å⁻¹. The HOMO-LUMO gap is 0.3165 hartree. Its net charge is -1. The energy relative to the best compared isomer or geometry (same formula, charge and spin) comes out at 0.000 eV. The calculated total energy comes out at -2040.15409 hartree.